Entry 1:
95
Properties=species:S:1:pos:R:3:lowdin_charge:R:1 method="wB97M-V/def2-TZVPD" orbital_gap_ev=5.5 largest_force_ha_per_bohr=0.060 charge=-2 e_tot_ev=-70255.1678
Ba -0.353 -1.244 -0.749 1.6368
Si 1.549 0.540 1.680 0.6567
F -3.549 -6.239 2.701 -0.0469
O 0.653 -5.222 -3.504 -0.0600
O -0.153 0.971 -2.238 -0.2247
O -2.408 0.939 -2.402 -0.0440
N -0.431 -3.726 -2.097 -0.0723
N -2.833 -2.309 -1.944 0.0316
N 1.945 -2.550 -1.723 -0.0124
C 3.111 -0.425 2.102 -0.3447
C -2.862 -3.626 -1.975 -0.2960
C -0.583 2.910 -4.912 -0.0447
C 2.916 -1.586 2.828 -0.1290
C 0.562 -4.184 -2.815 -0.5739
C 4.295 -2.581 -2.099 -0.0583
C 1.364 1.041 4.615 -0.1358
C 2.859 -3.884 -3.521 -0.0089
C -0.701 1.212 5.817 -0.1177
C -5.069 -3.657 -0.978 -0.0715
C 0.704 1.229 5.794 -0.1292
C -1.140 -3.779 1.537 -0.2013
C 1.939 2.748 -0.131 -0.1167
C -3.897 -1.600 -1.409 -0.1237
C -1.902 -2.561 1.541 -0.2447
C 2.787 4.575 1.767 -0.1414
C -1.833 7.331 -2.777 -0.0707
C -3.008 -4.969 2.445 -0.3051
C 5.501 -0.989 2.037 -0.1380
C -3.760 -3.861 2.569 -0.0970
C 3.958 -2.470 3.160 -0.0857
C 4.137 -3.421 -3.206 -0.0643
C -4.005 -4.320 -1.543 -0.0431
C -1.273 1.483 -2.431 -0.6745
C 1.853 -3.409 -2.709 -0.2363
C 0.691 0.803 3.394 -0.2789
C 2.233 4.083 -0.468 -0.1109
C -1.674 -4.478 -2.342 -0.1863
C -1.297 3.080 -2.542 -0.0610
C -0.711 0.679 3.459 -0.1132
C 2.655 4.985 0.447 -0.1424
C -1.382 0.890 4.652 -0.1113
C 2.007 2.326 1.184 -0.2925
C 3.157 -2.166 -1.386 -0.1274
C 4.446 -0.151 1.752 -0.1290
C 5.280 -2.198 2.734 -0.1169
C -1.676 -5.013 1.986 -0.0491
C -1.252 5.128 -3.797 -0.0209
C -0.997 3.740 -3.721 -0.2067
C -1.669 3.771 -1.402 -0.1866
C -1.890 3.064 -0.072 -0.0166
C -3.175 -2.702 2.112 -0.2222
C -1.911 5.164 -1.529 -0.0175
C 2.507 3.306 2.117 -0.0954
C -1.673 5.847 -2.691 -0.3187
C -5.015 -2.246 -0.944 -0.0833
H -1.221 -6.002 1.974 0.0949
H -0.358 3.508 -5.808 0.0693
H -5.909 -4.214 -0.603 0.0937
H 0.261 2.273 -4.661 0.0763
H 3.702 -3.371 3.673 0.0798
H -1.693 -4.792 -3.393 0.1136
H 2.753 6.107 0.241 0.1145
H 1.620 2.074 -0.867 0.0519
H -2.458 0.785 4.603 0.0924
H -0.943 2.556 0.290 0.0911
H -1.233 1.487 6.751 0.0920
H 2.007 4.505 -1.474 0.1086
H 3.297 -1.466 -0.598 0.0811
H -2.709 2.338 -0.102 0.0852
H 1.310 1.317 6.711 0.0951
H -1.158 5.622 -4.768 0.1039
H -2.218 5.759 -0.663 0.1126
H 6.158 -2.884 2.973 0.0993
H 3.086 5.341 2.426 0.0752
H -2.690 7.692 -2.187 0.0760
H 1.944 -1.778 3.076 0.0629
H -1.980 7.663 -3.824 0.0761
H -2.054 3.811 0.655 0.0491
H 6.508 -0.712 1.749 0.0823
H 2.424 1.072 4.678 0.0852
H -3.816 -0.548 -1.410 0.0666
H 2.602 -4.648 -4.265 0.1166
H 5.013 -3.732 -3.746 0.0868
H -0.949 7.775 -2.393 0.0593
H 5.229 -2.236 -1.707 0.0865
H -1.277 0.420 2.596 0.0618
H -0.065 -3.792 1.207 0.0703
H -1.336 2.211 -5.269 0.0819
H -3.970 -5.412 -1.574 0.1084
H 4.771 0.741 1.228 0.0939
H -1.769 -5.406 -1.710 0.1264
H -4.754 -3.836 3.054 0.1108
H -5.804 -1.685 -0.475 0.0896
H 2.542 3.051 3.171 0.0847
H -3.889 -1.870 2.073 0.0688

Entry 2:
100
Properties=species:S:1:pos:R:3:lowdin_charge:R:1 method="wB97M-V/def2-TZVPD" orbital_gap_ev=6.0 largest_force_ha_per_bohr=0.034 charge=-2 e_tot_ev=-172017.2741 de_lowest_ev=2.084
Sb 0.092 1.830 2.983 1.6222
Br 3.995 -1.436 -0.514 0.7665
K -0.706 -0.258 0.572 0.6712
Cl 0.318 -1.766 2.729 0.5838
O -0.240 0.672 -1.343 -0.3657
O 1.175 -2.541 3.572 -0.3197
O -0.722 -1.158 3.501 -0.3708
O 1.080 -0.733 2.066 -0.5335
O -0.262 -2.611 1.725 -0.3812
O 0.429 1.359 -5.487 0.0224
N -3.114 -1.108 0.509 -0.0620
N -2.554 1.744 1.050 -0.0329
N 0.813 -0.267 -3.246 -0.0289
N 1.858 -0.747 -2.600 0.0173
C -2.254 1.562 -2.990 -0.0112
C -3.993 -0.179 0.460 -0.1351
C 0.472 0.219 7.045 -0.1038
C 3.326 2.421 0.033 -0.0975
C -4.439 -3.830 -1.636 -0.0619
C 1.762 -0.286 7.141 -0.1132
C -3.319 1.931 -3.800 -0.0924
C -4.058 3.428 0.720 -0.1462
C 0.441 4.922 2.994 -0.1462
C -4.453 -4.186 -2.977 -0.1140
C 0.484 4.108 5.234 -0.1257
C -2.753 3.064 1.096 -0.2443
C 2.144 2.071 0.676 -0.1098
C -0.985 1.368 -3.519 -0.0958
C 0.737 5.394 5.699 -0.1119
C 3.076 2.773 2.767 -0.1409
C -3.590 -3.564 -3.869 -0.1155
C -4.703 2.229 0.434 -0.1134
C 0.348 3.843 3.874 -0.3457
C -3.565 -2.465 0.302 -0.1953
C -2.701 -2.238 -2.064 -0.0150
C 2.777 -6.655 -5.009 -0.1132
C 2.973 -4.372 -4.271 -0.0447
C 3.085 -7.082 -3.725 -0.1044
C -3.747 1.211 0.638 -0.3731
C 3.335 -6.162 -2.722 -0.0464
C 2.195 0.410 4.877 -0.1221
C 2.724 -5.293 -5.274 -0.0921
C -2.718 -2.588 -3.405 -0.0804
C 4.386 2.944 0.757 -0.1125
C 3.623 -3.838 -1.907 -0.1314
C 3.278 -4.785 -2.966 -0.2206
C 0.058 0.822 5.868 -0.1654
C 0.139 0.979 -2.545 -0.4676
C -3.563 -2.857 -1.162 -0.1933
C -3.110 2.119 -5.157 -0.1182
C 2.004 2.242 2.049 -0.3537
C 2.053 -2.011 -2.517 -0.2282
C -1.849 1.932 -5.706 -0.0474
C 0.847 6.450 4.806 -0.1253
C -0.787 1.551 -4.894 -0.2878
C 0.916 0.943 4.775 -0.3813
C 2.616 -0.197 6.054 -0.0924
C 4.259 3.116 2.130 -0.1036
C 3.175 -2.573 -1.809 -0.6400
C 0.690 6.208 3.448 -0.1066
H 2.093 -0.764 8.056 0.0868
H 0.100 -0.958 -3.500 0.1188
H -1.956 3.730 1.414 0.0599
H 1.062 7.450 5.165 0.0856
H 3.614 -0.616 6.117 0.0954
H -2.884 -3.127 0.847 0.1136
H -3.934 2.401 -5.803 0.0869
H 0.769 7.027 2.740 0.0926
H -4.300 2.071 -3.364 0.0939
H 5.083 3.527 2.704 0.0899
H 0.968 0.852 -4.851 0.0701
H 3.419 2.278 -1.037 0.0972
H -3.606 -3.830 -4.919 0.0894
H -5.051 -0.434 0.273 0.1235
H 2.967 -3.316 -4.504 0.1088
H 5.308 3.219 0.257 0.0885
H 0.856 5.567 6.763 0.0893
H 2.501 -4.943 -6.274 0.0983
H 2.862 0.449 4.025 0.0963
H -2.035 -1.464 -1.702 0.0923
H -2.057 -2.085 -4.103 0.0936
H -0.959 1.195 5.781 0.1024
H 3.127 -8.143 -3.507 0.0942
H 4.316 -4.192 -1.154 0.0917
H -1.674 2.069 -6.767 0.1008
H 1.326 1.664 0.093 0.0706
H 0.414 3.296 5.946 0.0746
H 3.576 -6.508 -1.723 0.1096
H -4.581 -2.627 0.698 0.1078
H -4.465 4.428 0.672 0.0615
H -0.211 0.131 7.883 0.0911
H 0.965 1.729 -2.622 0.1426
H 2.597 -7.372 -5.801 0.0907
H -2.371 1.426 -1.920 0.1071
H 2.984 2.930 3.837 0.0958
H -5.727 2.090 0.108 0.0753
H 0.336 4.746 1.927 0.0946
H 1.343 -2.723 -2.949 0.1264
H -5.128 -4.307 -0.947 0.1020
H -5.145 -4.943 -3.329 0.0882

Entry 3:
100
Properties=species:S:1:pos:R:3:lowdin_charge:R:1 method="wB97M-V/def2-TZVPD" orbital_gap_ev=6.1 largest_force_ha_per_bohr=0.033 charge=+2 e_tot_ev=-84993.5269 de_lowest_ev=2.273
Ta 0.403 -0.102 -0.138 1.8164
S 1.470 -0.818 2.721 0.7707
Si 2.227 -3.597 0.137 0.4550
N 1.327 -1.882 5.102 0.0925
N -2.474 1.296 1.246 0.1029
N 9.879 3.102 -0.449 0.1878
N -0.658 -0.914 4.342 0.0649
N -1.016 -1.970 0.327 0.0001
N -2.203 0.573 0.271 0.0286
N -0.158 1.531 1.756 -0.0145
N 0.122 -0.651 -2.124 -0.0716
N -0.859 -2.841 -1.893 0.1848
N -0.021 2.101 -1.468 0.0417
N 1.105 1.179 -3.370 0.1913
C -1.438 1.853 1.976 -0.3579
C -2.517 -3.043 1.852 -0.0302
C -3.097 -0.406 -1.725 -0.0329
C 0.781 2.175 2.444 -0.1738
C 1.132 -1.079 -4.184 -0.0957
C 1.861 -4.039 1.939 -0.2059
C 1.293 -3.363 -5.711 -0.0335
C 0.909 3.507 -3.165 0.0249
C -1.562 -2.106 1.550 -0.1689
C 7.344 2.622 -0.409 -0.2109
C -0.505 3.201 -0.881 -0.1271
C 0.635 -1.220 4.118 -0.7408
C -0.320 4.474 -1.373 -0.0284
C 0.519 -2.260 -3.765 -0.1032
C 0.426 4.632 -2.534 -0.0205
C -0.530 -1.902 6.525 -0.0093
C 5.416 1.575 -1.381 -0.0067
C -1.212 -1.239 5.492 -0.0716
C 8.749 2.899 -0.438 -0.1691
C 1.908 -2.184 -6.129 -0.0339
C 0.661 2.243 -2.622 -0.3255
C -1.420 -2.810 -0.654 -0.3484
C -0.131 -1.981 -2.485 -0.3078
C 2.171 1.079 -0.145 -0.1927
C -4.159 -0.861 -2.483 -0.0480
C 1.833 -1.021 -5.373 0.0167
C -3.322 0.116 -0.449 -0.2525
C 6.573 3.068 0.664 -0.0056
C 5.230 2.753 0.726 -0.0130
C 4.647 1.987 -0.285 -0.2340
C 0.772 -2.218 6.282 -0.0187
C 0.491 3.157 3.377 -0.0057
C 6.758 1.891 -1.442 -0.0020
C -5.450 -0.798 -1.978 -0.0411
C 3.298 1.540 -0.207 -0.0452
C -2.406 -3.780 -0.407 0.0200
C 4.046 -3.953 -0.223 -0.1777
C -4.629 0.181 0.057 -0.0048
C -1.818 2.816 2.907 0.0270
C -2.955 -3.903 0.845 -0.0124
C 0.586 -3.419 -4.516 0.0083
C -5.680 -0.275 -0.708 -0.0507
C 0.821 -0.043 -3.192 -0.2727
C 1.223 -4.777 -0.933 -0.1648
C 2.125 -1.722 -0.222 -0.3788
C -0.834 3.488 3.610 -0.0119
H 4.262 -3.824 -1.287 0.0363
H 2.301 -0.101 -5.698 0.1242
H -6.688 -0.228 -0.318 0.1172
H 0.207 -4.934 -0.568 0.0201
H 1.365 -4.246 -6.331 0.1184
H 0.108 -4.331 -4.185 0.1235
H 1.164 -4.462 -1.974 0.0073
H -3.702 -4.657 1.053 0.1252
H 4.717 -3.295 0.333 0.0338
H 1.399 -2.737 6.994 0.1489
H -1.068 3.057 0.030 0.0827
H -1.098 4.263 4.317 0.1268
H 2.291 -2.114 4.901 0.1507
H -6.282 -1.142 -2.578 0.1184
H -1.009 -2.150 7.459 0.1218
H 4.950 1.006 -2.174 0.1220
H 0.835 -3.806 2.235 0.0049
H -0.743 5.321 -0.852 0.1172
H -2.915 -3.097 2.856 0.1139
H 2.529 -1.570 -1.231 0.0141
H 0.615 5.617 -2.939 0.1243
H -2.253 -0.959 5.607 0.1288
H 1.802 1.892 2.231 0.0672
H -2.870 3.026 3.032 0.1278
H -3.982 -1.262 -3.472 0.1177
H 4.292 -4.983 0.041 0.0379
H 1.296 3.651 3.902 0.1230
H 2.453 -2.176 -7.063 0.1183
H -1.221 -1.416 2.309 0.0422
H -2.691 -4.419 -1.230 0.1310
H -4.794 0.581 1.046 0.1099
H 2.865 -1.287 0.456 -0.0340
H 2.007 -5.114 2.072 0.0412
H 7.034 3.658 1.444 0.1287
H -2.093 -0.390 -2.127 0.0776
H 2.544 -3.526 2.616 -0.0002
H 4.632 3.097 1.559 0.1162
H 1.472 3.560 -4.085 0.1255
H 1.727 -5.747 -0.913 0.0467
H 7.358 1.573 -2.284 0.1295